Record 1
Entry from the Open Molecules 2025 dataset: 9 unconnected molecules or ions with the total composition C35H47ClN3O24 (ωB97M-V/def2-TZVPD).

Output
energy above the lowest of the compared OMol25 structures with the same formula, charge and spin = 0.0 kJ/mol
total charge = +1
energy = -3791.76492 a.u.
Kohn-Sham gap = 8.4 eV

Last column: Mulliken charge in e.
CARTESIAN COORDINATES (ANGSTROEM)
C -1.4877 3.4235 3.5726  0.62
C -1.5649 3.9605 2.4977  -1.17
C -1.4382 4.7820 1.2469  -0.88
N -1.8391 3.9860 0.0329  0.33
C -3.2892 4.3210 -0.0799  -0.63
C -4.0795 3.0520 -0.5108  -0.64
N -3.0632 2.0074 -0.1245  -0.18
C -1.8244 2.6061 0.1264  0.24
N -0.7991 1.8231 0.3705  0.47
C 0.4221 2.4244 0.6120  -0.32
C 1.3688 2.9330 1.1426  -0.35
C -1.0069 0.3651 0.3432  -1.18
C 0.1975 -0.4650 0.8508  0.50
C -0.0036 -0.8248 2.3404  -0.84
Cl 0.1081 -2.0322 -0.0863  -0.25
H -1.4327 3.1916 4.6283  0.81
H -2.0062 5.7010 1.3585  0.01
H -0.3900 5.0781 1.1272  0.51
H -3.4875 5.2235 -0.6626  0.44
H -3.7562 4.5487 0.8888  0.26
H -4.3356 3.0750 -1.5665  0.29
H -4.8850 2.8734 0.1860  0.26
H -2.9047 1.5214 -1.0131  0.31
H 2.2232 3.3644 1.6173  0.42
H -1.8810 0.0603 0.9228  0.49
H -1.2125 0.0667 -0.6906  0.38
H 1.1740 -0.0487 0.6118  0.42
H -0.9501 -0.4434 2.7357  -0.13
H 0.8025 -0.5041 3.0019  0.09
H -0.0668 -1.9123 2.4335  0.55
C -0.8354 6.7651 -2.3060  0.63
C 0.6493 6.5634 -2.4872  -0.37
O 1.0890 7.8561 -2.8911  -0.34
C 0.1815 8.7649 -2.4388  0.62
O 0.3369 9.9368 -2.4628  -0.50
O -0.9275 8.1416 -1.9559  -0.29
H -1.2516 6.1381 -1.5194  -0.60
H -1.3962 6.5979 -3.2290  0.28
H 1.1520 6.2936 -1.5540  0.28
H 0.8874 5.8187 -3.2442  0.34
C 3.3765 -3.8899 -0.8542  -0.10
C 2.8599 -4.5909 -2.0862  -0.33
O 3.9657 -5.4180 -2.4534  -0.32
C 4.7127 -5.6303 -1.3435  0.56
O 5.6062 -6.4093 -1.2749  -0.52
O 4.3059 -4.8364 -0.3239  -0.35
H 2.5923 -3.6706 -0.1331  0.15
H 3.9104 -2.9665 -1.0912  0.25
H 1.9969 -5.2264 -1.8762  0.29
H 2.6058 -3.9042 -2.8904  0.30
C -5.5292 7.6071 2.8539  -0.29
C -4.5653 8.6760 3.3059  -0.38
O -3.4140 8.4136 2.4933  -0.30
C -3.8285 7.7611 1.3880  0.71
O -3.1438 7.5486 0.4345  -0.54
O -5.1201 7.3787 1.4991  -0.29
H -6.5677 7.9255 2.8958  0.29
H -5.4191 6.6776 3.4169  0.25
H -4.9244 9.6839 3.0919  0.28
H -4.3181 8.6050 4.3621  0.30
C 8.1501 -7.4723 -2.5412  -0.19
C 7.6407 -8.1754 -3.7717  -0.25
O 8.7525 -9.0006 -4.1420  -0.31
C 9.5032 -9.2099 -3.0255  0.57
O 10.3983 -9.9842 -2.9576  -0.52
O 9.0871 -8.4175 -2.0094  -0.35
H 7.3637 -7.2577 -1.8275  0.22
H 8.6805 -6.5463 -2.7785  0.25
H 6.7793 -8.8139 -3.5627  0.25
H 7.3846 -7.4878 -4.5758  0.35
C 1.3574 0.5423 5.7307  -0.32
C 1.2790 0.3222 7.2240  -0.45
O 0.1561 1.1283 7.5973  -0.35
C -0.6196 1.2817 6.5088  0.50
O -1.7091 1.7593 6.5021  -0.52
O -0.0079 0.8210 5.3941  -0.03
H 1.7198 -0.3336 5.1973  0.32
H 1.9708 1.4043 5.4590  0.28
H 1.0658 -0.7163 7.4828  0.29
H 2.1764 0.6406 7.7483  0.33
C -8.0596 -0.7824 -0.3069  -0.42
C -6.5692 -0.9589 -0.4565  -0.03
O -6.1469 0.3446 -0.8864  -0.29
C -7.0810 1.2371 -0.4700  0.68
O -6.9447 2.4194 -0.5145  -0.55
O -8.1734 0.6107 0.0077  -0.33
H -8.4804 -1.3938 0.4873  0.34
H -8.6018 -0.9794 -1.2334  0.29
H -6.0789 -1.1947 0.4907  0.05
H -6.3036 -1.7144 -1.1922  0.30
C 7.5821 -9.3281 -7.4330  0.32
C 8.7218 -9.6113 -8.3788  -0.36
O 8.2103 -9.1358 -9.6276  -0.33
C 7.2535 -8.2115 -9.3625  0.66
O 6.7515 -7.5085 -10.1746  -0.52
O 6.9471 -8.1989 -8.0393  -0.32
H 7.9199 -9.0903 -6.4284  -0.24
H 6.8657 -10.1514 -7.3830  0.24
H 9.6234 -9.0486 -8.1283  0.29
H 8.9701 -10.6682 -8.4381  0.31
C -3.7868 0.2546 4.3530  0.54
C -4.8294 0.5606 3.3057  -0.03
O -5.2593 -0.7419 2.9052  -0.20
C -4.9948 -1.5998 3.9300  0.48
O -5.3760 -2.7192 3.9798  -0.52
O -4.2319 -0.9971 4.8781  -0.37
H -3.7375 1.0114 5.1313  0.26
H -2.7888 0.1233 3.9247  -0.54
H -5.6827 1.1079 3.7113  0.32
H -4.4264 1.1117 2.4565  -0.04

Atomic forces in eV per Å
-0.12 0.66 0.23
0.36 0.67 -0.33
1.93 -1.07 0.96
-1.84 -0.47 1.63
-2.22 0.07 -0.30
1.95 0.90 1.38
1.36 0.55 -2.28
-2.00 0.95 -0.51
0.81 0.85 0.14
-0.34 -0.51 0.86
0.01 -0.21 -0.32
0.77 -1.08 -0.69
-0.89 -0.56 0.41
0.19 -0.33 0.14
0.11 0.43 -0.03
-0.17 -0.43 -0.54
-0.19 -0.13 -0.54
-0.18 -0.07 0.17
0.41 -0.26 -0.24
0.82 0.12 0.15
-0.15 -0.55 0.15
-0.56 0.31 -0.71
-0.26 -1.17 0.64
-0.02 0.03 -0.23
0.02 0.52 0.00
0.12 0.22 0.07
-0.19 0.13 0.05
0.26 0.16 -0.10
-0.02 0.20 -0.25
0.08 0.18 0.05
-0.33 -0.21 0.02
0.18 -0.25 -0.04
-0.17 -0.06 0.09
0.00 0.26 -0.01
0.01 0.03 0.01
0.26 -0.11 -0.08
-0.06 0.18 0.08
0.05 0.00 -0.01
-0.03 0.03 0.01
0.09 0.16 -0.09
-0.13 0.30 0.17
-0.30 0.07 -0.18
0.04 0.06 0.19
0.01 -0.05 -0.01
-0.19 0.07 0.07
-0.04 -0.04 -0.19
0.13 -0.14 0.12
0.02 -0.04 -0.03
0.05 -0.02 0.03
0.16 -0.11 -0.10
-0.30 -0.06 0.21
-0.10 0.24 0.31
-0.09 -0.17 -0.13
-0.09 0.28 0.01
0.10 -0.31 0.01
0.20 -0.02 0.03
0.01 -0.03 -0.22
0.04 0.02 -0.04
0.02 -0.04 -0.06
0.20 -0.03 -0.08
-0.07 0.28 0.25
-0.26 0.06 -0.17
-0.06 0.10 0.12
0.13 -0.04 0.15
0.04 -0.06 -0.05
-0.03 -0.08 -0.33
0.25 -0.17 0.06
0.04 -0.07 -0.05
0.05 -0.01 0.04
0.14 -0.10 -0.09
0.28 -0.08 -0.10
0.32 -0.22 0.18
-0.09 0.03 -0.31
-0.06 -0.05 0.26
-0.19 0.23 -0.04
0.22 -0.07 -0.06
-0.19 -0.01 -0.07
-0.05 0.01 0.06
-0.04 0.03 -0.03
-0.15 0.14 0.09
-0.24 -0.33 -0.02
0.19 -0.44 0.11
-0.06 0.14 0.06
-0.28 -0.08 0.06
-0.03 0.02 -0.01
0.25 0.06 -0.10
-0.03 0.20 0.09
0.03 0.06 0.00
-0.05 0.07 -0.01
0.07 0.18 -0.12
-0.06 -0.15 0.35
0.28 -0.16 0.04
-0.12 0.07 0.17
0.00 0.03 -0.12
-0.04 0.05 -0.03
0.12 -0.08 -0.09
-0.05 0.13 -0.04
0.01 0.02 -0.06
-0.05 0.03 0.00
-0.05 0.03 -0.20
0.14 0.28 0.15
-0.07 0.33 -0.13
0.10 0.06 0.01
0.04 -0.23 0.24
-0.03 -0.02 -0.08
-0.13 0.06 -0.32
0.03 -0.18 0.14
-0.03 0.01 0.02
0.01 -0.05 0.03
-0.05 -0.15 -0.11

Record 2
Entry from the Open Molecules 2025 dataset: a gas-phase ion, C5H8NO (charge +1) (ωB97M-V/def2-TZVPD).

Output
energy above the lowest of the compared OMol25 structures with the same formula, charge and spin = 238.8 kJ/mol
total charge = +1
energy = -324.94802 a.u.
Kohn-Sham gap = 7.6 eV

Last column: Mulliken charge in e.
CARTESIAN COORDINATES (ANGSTROEM)
C -0.3301 0.2985 0.3408  0.31
C -0.4073 0.2338 1.6881  -0.57
C -0.8040 1.5006 -0.2557  0.04
C -0.0028 -0.8583 -0.5545  0.67
C 1.3282 -1.4495 -0.1681  -1.19
N -0.7216 -1.1993 -1.5053  -0.64
O -0.8625 2.6659 0.2683  -0.39
H 0.2518 -0.4101 2.3083  0.28
H -0.9553 0.9872 2.2639  0.31
H -0.8881 1.3793 -1.4171  0.36
H 1.6356 -1.0323 0.7405  0.37
H 1.9722 -1.2334 -1.0046  0.35
H 1.1573 -2.4965 -0.1206  0.36
H -0.3649 -1.8974 -2.2094  0.28
H -1.0084 3.5116 -0.3746  0.46

Atomic forces in eV per Å
-2.35 0.79 1.15
1.59 0.38 1.03
0.40 -0.13 -4.17
2.12 -0.33 0.46
-1.37 -0.01 -1.54
-0.93 0.41 -1.71
-0.44 1.87 -1.04
-1.11 -0.24 -0.58
0.24 -0.13 -0.31
-0.20 0.57 2.01
1.03 0.28 1.15
0.71 0.05 0.01
0.35 -1.05 0.29
-0.30 0.59 1.51
0.28 -3.05 1.74

Record 3
Entry from the Open Molecules 2025 dataset: C2H7NOSi in the gas phase (ωB97M-V/def2-TZVPD).

Output
energy above the lowest of the compared OMol25 structures with the same formula, charge and spin = 256.9 kJ/mol
SMILES string = [H]/N=C(\[SiH3])OC
total charge = 0
energy = -499.81996 a.u.
Kohn-Sham gap = 11.0 eV

Last column: Mulliken charge in e.
CARTESIAN COORDINATES (ANGSTROEM)
H 0.6750 -1.4524 1.6882  0.26
N -0.1964 -0.9638 1.2307  -0.69
C 0.1824 -0.3043 0.2434  0.52
Si 1.9323 0.0692 -0.3331  0.52
O -0.6750 0.2551 -0.5776  -0.32
C -2.0990 0.3162 -0.3735  -0.68
H 2.7434 -0.5271 0.7279  -0.18
H 2.5382 -0.0599 -1.6455  -0.12
H 2.1685 1.4047 0.0051  -0.13
H -2.3029 0.3081 0.6852  0.34
H -2.6775 -0.3882 -0.8822  0.28
H -2.2888 1.3425 -0.7685  0.22

Atomic forces in eV per Å
-2.20 1.39 -0.89
1.99 -2.21 2.41
0.33 -0.63 -0.91
0.67 -0.50 1.05
-0.97 0.80 -1.85
1.32 2.91 0.92
0.31 -0.70 -0.03
-0.34 -0.54 -0.58
-0.03 1.94 0.19
-0.20 -0.15 0.32
-0.42 -1.42 -0.91
-0.44 -0.88 0.29

Record 4
Entry from the Open Molecules 2025 dataset: C4H7FS in the gas phase (ωB97M-V/def2-TZVPD).

Output
energy above the lowest of the compared OMol25 structures with the same formula, charge and spin = 458.9 kJ/mol
SMILES string = FCCCC=S
total charge = 0
energy = -654.49020 a.u.
Kohn-Sham gap = 7.7 eV

Last column: Mulliken charge in e.
CARTESIAN COORDINATES (ANGSTROEM)
F -1.9369 -1.5909 -0.2809  -0.28
C -1.7697 -0.2485 0.0136  -0.64
C -0.5044 0.3828 -0.2748  -0.41
C 0.6056 -0.3355 0.4347  -0.25
C 1.8994 0.2262 -0.2559  -0.31
S 3.3891 -0.8710 -0.1556  -0.20
H -2.2903 0.3589 -0.8200  0.24
H -2.0592 0.2606 0.8777  0.44
H -0.0382 0.3274 -1.3907  0.37
H -0.3588 1.5417 0.0303  0.24
H 0.7757 0.0502 1.5059  0.27
H 0.4941 -1.5392 0.6997  0.29
H 1.7937 1.4374 -0.3842  0.24

Atomic forces in eV per Å
0.52 0.82 1.16
-2.43 2.92 -5.15
5.21 0.89 -1.67
2.72 -0.78 2.18
2.96 -2.63 2.66
-4.26 3.90 -0.90
-0.89 -1.38 1.26
-1.31 -1.00 2.33
-2.19 0.20 1.88
-1.23 -2.63 -0.71
-0.45 -0.27 -1.19
0.52 3.12 -1.65
0.85 -3.15 -0.22

Question: Among the records above, which one has the highest energy?
Answer: C5H8NO